{"formula": "C76H166B4Cl2F16N12", "method": "wB97M-V/def2-TZVPD", "homo_lumo_gap_ev": 8.46, "total_charge": 4, "species": ["C", "C", "N", "C", "C", "N", "C", "C", "H", "H", "H", "H", "H", "H", "H", "H", "H", "H", "H", "C", "C", "N", "C", "C", "N", "C", "C", "H", "H", "H", "H", "H", "H", "H", "H", "H", "H", "H", "C", "C", "C", "N", "C", "C", "C", "C", "C", "H", "H", "H", "H", "H", "H", "H", "H", "H", "H", "H", "H", "H", "H", "H", "H", "H", "H", "C", "C", "C", "N", "C", "C", "C", "C", "C", "H", "H", "H", "H", "H", "H", "H", "H", "H", "H", "H", "H", "H", "H", "H", "H", "H", "H", "C", "C", "C", "N", "C", "C", "C", "C", "C", "H", "H", "H", "H", "H", "H", "H", "H", "H", "H", "H", "H", "H", "H", "H", "H", "H", "H", "C", "C", "C", "N", "C", "C", "C", "C", "C", "H", "H", "H", "H", "H", "H", "H", "H", "H", "H", "H", "H", "H", "H", "H", "H", "H", "H", "C", "C", "C", "N", "C", "C", "C", "C", "C", "H", "H", "H", "H", "H", "H", "H", "H", "H", "H", "H", "H", "H", "H", "H", "H", "H", "H", "C", "C", "C", "N", "C", "C", "C", "C", "C", "H", "H", "H", "H", "H", "H", "H", "H", "H", "H", "H", "H", "H", "H", "H", "H", "H", "H", "C", "C", "C", "N", "C", "C", "C", "C", "C", "H", "H", "H", "H", "H", "H", "H", "H", "H", "H", "H", "H", "H", "H", "H", "H", "H", "H", "C", "C", "C", "N", "C", "C", "C", "C", "C", "H", "H", "H", "H", "H", "H", "H", "H", "H", "H", "H", "H", "H", "H", "H", "H", "H", "H", "B", "F", "F", "F", "F", "B", "F", "F", "F", "F", "B", "F", "F", "F", "F", "B", "F", "F", "F", "F", "Cl", "Cl"], "xyz": [[-1.33592, -2.74326, 3.11432], [-1.82270, -3.95959, 3.86399], [-2.65796, -3.54142, 4.98992], [-3.20138, -2.25308, 5.20586], [-3.96283, -2.36037, 6.27420], [-3.92756, -3.63910, 6.72297], [-3.10490, -4.32434, 5.93238], [-4.48175, -4.14028, 7.98648], [-0.62091, -3.02065, 2.41005], [-0.89044, -2.00282, 3.83416], [-2.17960, -2.26359, 2.51750], [-1.00408, -4.53319, 4.29459], [-2.44159, -4.60496, 3.20078], [-3.06226, -1.40656, 4.55056], [-4.46227, -1.58431, 6.79284], [-2.98365, -5.38243, 5.96209], [-3.89786, -5.01399, 8.27703], [-5.57025, -4.20352, 7.88274], [-4.43068, -3.45093, 8.79471], [2.81680, 3.59772, -7.64019], [1.59327, 4.26208, -7.09211], [1.87825, 5.05959, -5.82707], [2.43911, 6.27968, -5.72016], [2.58066, 6.57627, -4.38858], [2.11742, 5.42332, -3.69985], [1.76226, 4.52046, -4.55614], [2.09555, 5.40419, -2.27149], [3.52753, 4.29907, -8.11309], [2.47614, 2.94423, -8.44448], [3.38259, 3.07657, -6.88853], [0.80488, 3.55430, -6.81961], [1.24886, 5.02735, -7.76745], [2.59834, 6.87995, -6.61289], [2.74318, 7.47307, -3.80002], [1.64993, 3.47846, -4.46067], [2.13511, 4.41477, -1.90052], [1.12120, 5.76558, -1.91187], [2.85835, 6.11860, -1.91457], [-1.46446, -0.62199, -5.92173], [-1.31820, -0.07723, -4.52732], [-0.91184, -1.28032, -3.61894], [-0.34643, -0.81962, -2.30691], [-1.37198, -0.20239, -1.47594], [0.83533, 0.06751, -2.51932], [1.95038, -0.47699, -1.58535], [1.27795, -1.49427, -0.63208], [0.21717, -2.01227, -1.56077], [-2.37629, -1.24239, -5.89602], [-0.58957, -1.22776, -6.24585], [-1.68135, 0.16831, -6.63512], [-2.25020, 0.35620, -4.28579], [-0.57673, 0.67245, -4.49444], [-0.11445, -1.84512, -4.10384], [-1.75366, -1.97982, -3.53197], [-0.89100, 0.44605, -0.72778], [-2.13434, -0.94289, -1.10611], [-1.94158, 0.46774, -2.10550], [0.47563, 1.07434, -2.39791], [1.08965, -0.06621, -3.58143], [2.36168, 0.32899, -0.96885], [2.75161, -0.96203, -2.06754], [0.77230, -0.90914, 0.17997], [1.93480, -2.22081, -0.19515], [-0.66231, -2.50041, -1.11885], [0.44216, -2.74214, -2.37082], [4.03732, -8.96818, -3.87365], [3.74183, -8.01669, -2.70791], [2.19043, -7.95804, -2.54624], [1.75309, -6.89752, -1.64170], [1.94229, -5.53986, -2.32170], [2.43817, -6.80714, -0.36238], [1.56699, -6.09571, 0.70132], [0.21627, -6.71858, 0.32678], [0.25019, -6.89375, -1.16319], [3.39853, -8.69465, -4.69886], [3.84090, -9.97573, -3.60064], [5.07253, -8.99629, -4.18934], [4.09506, -7.07748, -3.11024], [4.22795, -8.35668, -1.77848], [1.98833, -8.96229, -2.14876], [1.61542, -7.86035, -3.42516], [2.94868, -5.50819, -2.75059], [1.82869, -4.76357, -1.54641], [1.21944, -5.57292, -3.14915], [3.46144, -6.39348, -0.48247], [2.56506, -7.84809, -0.08613], [1.55794, -5.02499, 0.59013], [1.97265, -6.27474, 1.69747], [-0.66225, -6.06635, 0.55149], [-0.04181, -7.57975, 0.92012], [-0.40727, -6.23754, -1.77810], [-0.03009, -7.92036, -1.40378], [-7.27219, -4.31704, 4.72980], [-6.63663, -3.85381, 3.41256], [-7.48382, -2.97584, 2.52022], [-6.99984, -2.92876, 1.09459], [-5.58942, -2.51585, 1.13610], [-7.92049, -2.12672, 0.18334], [-8.17245, -2.94309, -1.08726], [-7.25674, -4.07067, -1.01133], [-7.02550, -4.30233, 0.47332], [-8.13890, -4.95879, 4.58013], [-7.59889, -3.47259, 5.40440], [-6.53081, -4.98071, 5.22891], [-6.43534, -4.72808, 2.82407], [-5.68107, -3.38017, 3.57337], [-7.55527, -1.87120, 2.79011], [-8.44834, -3.40462, 2.44380], [-5.10738, -2.76156, 0.16928], [-5.02723, -3.07451, 1.90086], [-5.47572, -1.44294, 1.41810], [-7.47087, -1.17415, 0.00420], [-8.81984, -1.82973, 0.74362], [-8.00730, -2.28053, -1.90462], [-9.23989, -3.28434, -1.01219], [-6.34146, -3.84066, -1.56112], [-7.55015, -5.01592, -1.43536], [-6.07092, -4.88483, 0.57874], [-7.73701, -4.89901, 1.05002], [3.20332, -0.07742, 2.25772], [2.10634, 0.90583, 2.54801], [1.56139, 0.76154, 3.94824], [0.37273, 1.58923, 4.21567], [-0.85068, 1.07983, 3.57079], [0.57929, 3.04744, 3.91025], [-0.41177, 3.79861, 4.74902], [-0.53306, 2.97252, 6.04810], [0.16257, 1.64143, 5.67320], [2.94059, -1.16419, 2.23869], [4.08909, 0.06500, 2.91167], [3.44664, 0.14939, 1.23142], [1.34573, 0.78889, 1.74294], [2.42976, 1.95196, 2.38216], [2.34376, 0.94408, 4.65676], [1.34017, -0.33819, 4.16217], [-1.02097, 0.03472, 3.86871], [-0.63344, 1.09991, 2.46855], [-1.69751, 1.72757, 3.79507], [0.60073, 3.22137, 2.80107], [1.60068, 3.14658, 4.33548], [-1.28340, 4.02165, 4.15919], [0.17311, 4.68612, 4.91967], [-1.58087, 2.91152, 6.32429], [0.07181, 3.43527, 6.81449], [-0.30269, 0.71250, 6.06827], [1.16959, 1.57186, 6.11237], [7.10356, 6.81481, -1.10852], [7.76690, 5.39072, -1.25817], [6.59968, 4.45421, -1.42984], [6.92980, 2.99807, -1.61842], [7.77648, 2.89866, -2.86611], [5.69219, 2.15753, -1.91452], [6.16784, 0.69146, -1.59224], [7.13370, 0.85713, -0.48207], [7.61508, 2.36909, -0.45496], [7.86300, 7.48186, -0.60318], [6.31991, 6.72458, -0.35297], [6.75736, 7.12734, -2.07744], [8.24053, 5.11118, -0.34825], [8.45076, 5.38725, -2.08936], [6.01393, 4.69018, -2.33847], [5.84257, 4.50458, -0.60598], [8.74428, 3.36094, -2.67238], [7.18952, 3.45841, -3.59142], [7.81729, 1.87086, -3.29663], [5.28712, 2.52519, -2.85782], [4.99081, 2.43139, -1.14594], [6.58195, 0.17755, -2.46703], [5.32016, 0.05865, -1.29159], [8.03662, 0.29647, -0.68899], [6.66763, 0.55205, 0.48518], [8.71375, 2.55612, -0.46485], [7.16071, 2.80607, 0.45165], [-6.32687, 0.32720, -2.25452], [-5.99259, 1.50924, -1.29629], [-4.54120, 1.72827, -1.06195], [-4.30780, 2.96294, -0.21337], [-4.51197, 4.18771, -0.97795], [-2.87859, 2.82305, 0.31959], [-2.89769, 3.95932, 1.39393], [-4.29109, 3.93994, 1.97786], [-5.11041, 3.04291, 1.03082], [-5.86941, 0.47436, -3.23925], [-7.39117, 0.21974, -2.32456], [-5.80581, -0.58585, -1.92677], [-6.49897, 1.36524, -0.33283], [-6.53086, 2.35183, -1.75512], [-4.11909, 1.94973, -2.03349], [-4.16758, 0.81464, -0.56083], [-3.85209, 4.19942, -1.80139], [-4.25379, 5.05977, -0.31126], [-5.59386, 4.19046, -1.28222], [-2.19262, 2.87732, -0.50673], [-2.79690, 1.81181, 0.67554], [-2.67047, 4.92307, 0.99996], [-2.13119, 3.71509, 2.13068], [-4.70227, 4.95436, 2.07266], [-4.28239, 3.46816, 2.98638], [-6.10535, 3.49168, 0.82826], [-5.14501, 2.03804, 1.45032], [-3.55370, 6.60722, -9.56741], [-3.55727, 7.73717, -8.56988], [-2.69149, 7.37220, -7.38775], [-2.93214, 8.21760, -6.13102], [-2.78779, 9.66332, -6.48671], [-1.93024, 7.79890, -5.04611], [-2.58566, 8.35753, -3.78965], [-4.06741, 8.12483, -4.01565], [-4.28728, 7.98669, -5.52583], [-4.10346, 5.77967, -9.18204], [-2.54245, 6.38588, -9.93797], [-4.03739, 6.80045, -10.49727], [-4.52005, 7.89445, -8.21200], [-3.18788, 8.68250, -9.02831], [-1.67131, 7.51265, -7.70851], [-2.73963, 6.31904, -7.02427], [-3.14288, 10.19656, -5.60901], [-3.39745, 9.87942, -7.34867], [-1.74813, 9.88175, -6.71154], [-0.99026, 8.24360, -5.33726], [-2.02480, 6.71387, -5.04242], [-2.44414, 9.44856, -3.55877], [-2.23842, 7.67202, -3.00223], [-4.61056, 8.86378, -3.41374], [-4.28419, 7.16496, -3.53154], [-4.97358, 8.69993, -6.04414], [-4.66505, 7.02717, -5.77539], [8.80145, -3.95744, 6.99749], [7.35011, -4.19511, 6.82606], [6.78134, -5.18583, 7.82166], [5.31289, -5.56840, 7.59523], [5.15548, -6.42380, 6.36442], [4.41177, -4.38689, 7.52881], [3.85682, -4.25175, 8.97754], [3.57429, -5.71120, 9.38902], [4.84701, -6.37415, 8.80902], [9.14444, -3.47210, 6.12831], [9.30967, -4.95882, 7.00052], [9.12932, -3.26934, 7.76711], [7.12974, -4.61898, 5.85497], [6.72567, -3.31857, 6.86101], [6.84953, -4.81815, 8.81652], [7.45724, -6.06182, 7.79955], [4.79084, -5.84662, 5.55259], [4.38406, -7.15245, 6.56927], [6.16850, -6.88510, 6.18603], [3.63770, -4.62817, 6.79464], [4.94047, -3.51225, 7.19271], [2.95216, -3.61568, 8.94370], [4.64363, -3.80888, 9.56850], [2.74036, -6.17254, 8.90328], [3.53411, -5.90992, 10.45526], [4.61918, -7.38357, 8.52357], [5.64603, -6.27828, 9.53872], [2.18397, -3.78140, 4.60300], [1.82335, -3.48217, 3.30739], [3.64039, -3.91353, 4.78554], [1.75867, -2.68497, 5.38971], [1.60901, -4.92403, 5.08792], [-1.86540, 3.87956, -3.96877], [-1.41500, 4.97233, -3.15183], [-2.40439, 4.39357, -5.15126], [-0.80265, 2.99292, -4.29994], [-2.89849, 3.06049, -3.30006], [3.39496, 1.49689, -4.34160], [3.98743, 0.42010, -3.82354], [4.24705, 2.14284, -5.22438], [2.16434, 1.28068, -4.91974], [3.09942, 2.43627, -3.30338], [-2.56175, -4.03807, -0.94295], [-1.75241, -4.14836, 0.20165], [-3.72610, -4.81650, -0.84161], [-2.91591, -2.71159, -1.07948], [-1.81499, -4.47143, -2.04844], [-4.16189, 0.37389, 2.99601], [0.48265, 2.66262, 0.27759]], "atomic_forces_ev_per_a": [[-1.7, 1.6, 0.7], [-0.2, -0.3, -0.6], [-0.5, 1.6, -0.4], [1.3, -0.9, -1.8], [-0.8, 0.6, 1.2], [0.5, -0.5, 1.1], [-0.8, -0.4, 0.3], [-0.6, -0.1, -0.6], [1.4, -0.5, -1.0], [-0.3, -0.8, -0.8], [0.9, -0.4, 0.9], [0.1, -0.1, -0.2], [0.5, 0.3, 0.4], [0.1, 0.0, -0.1], [-0.5, 0.4, 0.3], [0.3, -0.4, 0.2], [-0.7, -0.2, -0.1], [0.2, -1.0, -0.2], [0.8, 1.0, 0.4], [0.6, 0.4, -0.9], [0.4, 1.0, 1.4], [-0.1, -2.3, 1.3], [-0.2, 1.4, 0.1], [-1.0, -1.1, 0.0], [1.1, 2.1, -0.6], [0.2, 0.6, -3.2], [-0.9, 1.2, 0.9], [-0.5, 0.0, 0.2], [0.2, -0.3, 0.1], [-0.1, -0.5, 0.2], [0.1, 0.2, -0.1], [-0.6, 0.0, -0.4], [0.1, -0.1, 0.4], [0.3, -0.2, -0.5], [-0.8, -0.9, 0.7], [0.6, -1.1, 0.4], [0.2, 0.1, -0.2], [-0.2, -0.8, 0.0], [-0.5, -0.7, -0.4], [0.9, -2.0, 0.1], [-0.5, 1.0, -0.9], [0.1, -1.8, 0.3], [-1.6, 0.8, 0.6], [0.8, -0.8, -0.9], [-0.7, 1.2, 1.8], [-1.2, 1.8, -0.6], [-2.0, -1.8, -0.5], [0.5, -0.2, -0.4], [-0.6, 0.5, 0.1], [0.2, 0.1, -0.1], [-1.0, 0.5, 0.8], [0.8, 0.9, 0.1], [0.1, 0.2, 0.0], [0.2, 0.2, 0.7], [-0.2, -0.5, 0.1], [1.3, 0.7, -0.1], [0.0, 0.4, -0.3], [0.4, 0.5, 0.4], [0.3, 0.2, 0.6], [0.0, 0.1, -0.4], [0.8, -0.3, -1.1], [0.4, -0.7, -0.4], [0.3, -0.4, 0.1], [0.5, 0.3, 0.3], [0.9, 0.5, 0.7], [0.0, 0.0, 0.5], [-0.7, -0.1, -1.3], [1.8, -1.6, 1.3], [-1.7, 3.6, 0.7], [0.1, -1.0, -0.4], [2.2, -0.4, 1.6], [0.2, -0.9, -1.1], [-1.4, 2.0, 1.1], [-0.3, -2.3, -1.6], [0.0, 0.0, -0.5], [-0.5, -1.0, 0.2], [0.2, 0.5, 0.0], [0.4, 0.5, 0.7], [-0.2, 0.5, -0.4], [-0.7, 0.4, 0.3], [-0.3, 0.2, -1.3], [-0.2, 0.1, 0.3], [-0.3, -0.3, -0.7], [0.1, 0.8, 0.4], [-0.7, -0.1, -0.1], [0.1, -0.2, 0.6], [0.0, 0.5, -0.2], [-0.3, -0.3, -0.1], [0.9, 0.0, -0.2], [0.5, -0.9, -0.3], [0.9, -0.1, 0.6], [-0.4, 0.0, -0.1], [0.2, 0.4, 0.6], [-0.2, 0.2, 0.2], [0.0, 2.0, 0.0], [0.4, -1.3, 0.3], [1.7, 1.2, -0.7], [-0.2, 0.6, 0.9], [-2.8, 0.9, 1.3], [1.4, -1.5, 0.2], [1.4, -1.3, 0.0], [-0.1, 0.1, -0.2], [0.6, -0.9, -0.7], [-0.4, 0.7, 0.0], [0.3, -0.7, -0.2], [0.2, 0.2, 0.5], [0.1, -1.5, 0.2], [-1.3, -0.2, 0.1], [-0.3, 0.5, 0.4], [-0.5, 0.1, -0.6], [-0.2, -0.6, -0.3], [0.8, 0.5, -0.3], [0.1, -0.7, -0.1], [-0.2, 0.1, -0.9], [0.9, 0.4, -0.6], [0.4, 0.0, 0.5], [-0.6, -0.2, -0.4], [-0.5, 1.0, 0.2], [-0.6, 0.2, -0.7], [0.8, -0.6, 0.0], [-1.0, 0.3, -0.5], [0.0, -2.6, -1.0], [-0.6, 0.0, 0.8], [0.3, -0.6, -1.9], [1.6, -0.8, -1.0], [1.4, 0.1, -0.2], [0.1, -0.2, -1.2], [0.1, -0.9, 2.1], [-0.2, 0.9, 0.5], [-0.4, -0.2, -0.4], [0.7, 0.0, -0.4], [0.2, 0.0, 0.8], [0.2, -0.6, 0.1], [0.3, 0.8, 0.5], [-0.3, 1.3, -0.3], [-0.1, 0.6, 0.1], [-0.5, 0.1, 0.9], [0.0, -0.3, 0.1], [-0.2, -0.2, 0.9], [-0.4, 0.6, -0.4], [-0.6, 0.1, 0.3], [-0.6, 1.0, 0.3], [0.1, -0.3, 0.3], [-0.3, 0.2, 0.4], [-0.1, 0.6, -0.6], [-0.3, 0.5, 0.0], [2.0, -0.9, 1.6], [-1.8, 1.0, 0.2], [-1.6, -0.6, -0.6], [0.8, -0.5, -1.0], [-0.5, -0.2, -0.4], [0.6, -0.3, 1.1], [-1.6, 0.5, -1.9], [1.6, 0.7, 1.1], [-1.0, -0.7, 1.1], [-0.8, -0.3, -1.2], [-0.3, 0.2, -0.4], [-0.2, 0.6, -0.1], [0.9, 0.0, 0.7], [0.3, -0.1, -0.2], [0.3, 0.1, 0.3], [0.9, 0.0, -0.3], [-0.1, -0.3, -0.2], [0.4, 0.2, -0.3], [0.2, 0.7, 0.9], [0.1, -0.8, -0.1], [-0.5, 0.2, 0.3], [0.0, 0.3, 0.1], [0.1, 0.5, -0.2], [0.0, -0.6, 0.4], [0.7, 0.4, -0.6], [-1.0, -0.3, -0.1], [0.5, 0.2, -0.4], [2.0, 0.2, 0.6], [-2.2, -0.5, -0.5], [-0.9, 0.3, -0.2], [0.9, -1.7, 0.1], [-1.1, 1.3, 0.8], [-0.9, 1.8, 0.0], [1.3, -1.8, 0.0], [-0.5, -0.4, 0.9], [-0.7, 0.5, 0.6], [-0.4, 0.4, 0.0], [-0.4, -0.3, -0.2], [-0.5, -0.1, 0.3], [0.0, -0.2, -0.2], [0.5, 0.2, 0.2], [0.8, -0.3, 0.1], [0.3, 0.8, -0.2], [0.5, 0.0, -1.0], [-0.6, -0.9, -0.8], [1.2, 0.4, 0.2], [0.4, 0.6, -0.3], [-0.1, -0.2, 0.9], [0.5, 0.5, -0.5], [0.0, 0.2, 0.0], [0.0, -0.3, 0.0], [-0.2, 0.3, -0.7], [0.5, -0.6, 0.0], [-0.3, 0.0, 0.0], [0.8, 0.2, -0.7], [1.4, 0.3, -0.6], [0.3, -0.6, 0.9], [0.7, -0.6, -1.4], [0.0, -0.4, 0.8], [-1.7, 1.2, -0.5], [0.8, 0.1, 0.4], [-0.4, -0.7, 1.1], [-0.6, 1.8, -0.3], [0.2, -1.0, 0.5], [-0.1, -0.4, 0.7], [-0.7, 0.8, -0.6], [-2.0, 0.4, 0.4], [-0.3, -0.7, 0.2], [0.6, 0.2, 0.3], [-0.4, 0.6, -0.5], [0.2, 0.4, -0.2], [-0.2, 0.1, 0.0], [0.1, 0.0, 0.1], [0.4, -0.4, 0.1], [0.7, -0.1, 0.1], [0.6, -1.2, -0.3], [0.0, 0.9, 0.2], [-0.3, 0.0, -0.8], [-0.3, 0.1, -0.3], [0.4, -0.3, 0.8], [0.1, -1.1, -0.3], [1.0, -1.1, -0.1], [-2.0, -0.5, 0.1], [0.5, -0.3, -0.5], [0.8, -1.0, 0.1], [1.5, -0.6, 0.5], [-1.2, 0.1, 1.1], [-1.0, -0.1, -1.4], [1.9, 0.5, -0.7], [-0.3, 0.5, 0.9], [0.5, 0.5, -1.3], [-0.1, 1.1, 0.4], [-0.2, -0.4, 0.7], [0.3, -0.1, -0.6], [0.3, 0.7, 0.0], [-0.1, 0.5, 0.9], [-0.9, -0.1, 0.0], [0.1, 0.8, -0.8], [0.1, -0.3, 0.0], [-1.4, 0.2, -0.1], [0.1, 0.2, 0.4], [0.0, 0.1, -0.2], [0.6, -0.2, 0.3], [0.0, 0.2, 0.6], [-0.8, 0.2, -0.3], [-0.1, 0.2, 0.1], [0.5, -0.5, -0.1], [0.0, -0.5, 0.0], [1.2, 1.2, 0.9], [0.2, -0.4, -0.9], [-1.1, 0.1, -0.7], [0.0, 0.2, 0.3], [-0.5, -1.1, 0.1], [0.0, -0.9, 0.2], [-0.5, -0.9, -0.4], [-0.1, 0.3, 0.0], [-0.4, 0.8, 0.4], [1.1, 1.1, -0.4], [-0.6, 2.0, -0.1], [0.7, -2.0, 0.8], [0.6, 0.3, -0.5], [-0.8, -0.7, -0.9], [0.2, 0.4, 0.9], [-0.2, -1.0, 0.0], [0.1, -0.2, 0.4], [0.0, 0.0, 0.3], [-0.5, 0.9, -0.3], [0.3, 0.0, -0.3], [0.1, -0.3, -0.1], [-0.1, 0.0, -0.1]], "mulliken_charge": [-1.096, -0.738, 0.595, 0.176, -1.052, 0.236, -0.216, -0.951, 0.559, 0.242, 0.132, 0.456, 0.306, -0.048, 0.587, 0.537, 0.359, 0.328, 0.392, -0.927, -0.389, 0.505, -0.558, -0.782, 0.873, -0.370, -0.716, 0.387, 0.361, 0.115, 0.186, 0.410, 0.570, 0.537, 0.041, 0.163, 0.103, 0.318, -1.817, 1.222, -1.416, 1.585, 0.350, -0.267, -0.224, -0.025, -0.906, 0.413, 0.352, 0.438, 0.122, -0.354, 0.828, 0.358, -0.432, -0.361, 0.371, -0.118, -0.083, -0.038, 0.534, -0.767, 1.077, -0.327, 0.573, -1.470, 0.023, -1.063, 0.701, -1.233, -1.074, -0.027, 0.180, -0.534, 0.375, 0.384, 0.380, 0.269, 0.342, 0.419, 0.513, 0.426, 0.292, 0.409, 0.344, 0.604, -0.304, 0.456, -0.389, 0.477, 0.222, 0.302, -1.498, 0.096, -0.768, 0.989, -0.578, -0.237, -0.485, -0.674, -0.630, 0.466, 0.296, 0.298, 0.456, -0.053, 0.483, 0.475, 0.390, -0.194, -0.272, -0.207, 0.409, 0.416, 0.220, 0.056, 0.565, 0.227, 0.598, -0.966, 1.698, -0.889, 0.799, 0.152, -0.302, -0.726, -0.657, -0.648, -0.134, 0.512, 0.111, -1.138, 0.338, 0.588, -0.228, -0.740, -0.358, 0.765, -0.097, 0.623, 0.059, 0.617, 0.365, 0.298, 0.320, 0.545, -1.281, -0.333, -0.688, 0.638, -0.977, -0.916, -0.209, -0.574, -0.669, 0.374, 0.345, 0.365, 0.419, 0.351, 0.184, 0.406, 0.333, 0.415, 0.357, 0.396, 0.342, 0.453, -0.142, 0.280, 0.288, 0.394, 0.313, -1.373, -0.419, 1.151, 0.789, -0.840, -0.155, 0.175, -0.698, -0.181, 0.521, 0.434, 0.136, 0.383, 0.201, -0.607, -0.044, 0.059, 0.373, 0.335, 0.033, 0.125, 0.638, -0.889, 0.309, 0.415, 0.452, -0.162, -1.566, -0.337, -0.566, 0.261, -1.003, -0.054, -0.655, -0.353, -0.630, 0.381, 0.340, 0.454, 0.376, 0.386, 0.437, 0.202, 0.479, 0.390, 0.263, 0.373, -0.050, 0.377, 0.301, 0.353, 0.023, 0.414, 0.386, -1.457, -0.002, -1.065, 0.753, -0.902, -1.053, -0.858, -0.593, -0.627, 0.425, 0.349, 0.342, 0.365, 0.253, 0.392, 0.477, 0.348, 0.422, 0.254, 0.699, 0.302, 0.423, 0.384, 0.318, 0.391, 0.344, 0.310, 0.113, 0.144, -0.266, -0.422, -0.437, -0.035, -0.543, -0.232, -0.275, -0.227, 0.583, -0.241, -0.464, -0.352, -0.242, -0.188, -0.186, -0.214, -0.321, -0.300, -0.762, -0.632]}